114
Properties=species:S:1:pos:R:3:forces:R:3:mulliken_charge:R:1 method="wB97M-V/def2-TZVPD" smiles=CC(C)O.CC(C)O.CC(C)O.CC(C)O.CC(C)O.CC(C)O.CC(C)O.CC(C)O.CC(C)O.O.O spin_multiplicity=1 e_homo_ev=-10.08
C 0.61370 -3.96890 4.94703 -1.1 -0.3 -0.2 -1.471
C -0.12123 -3.54766 3.64313 1.0 0.0 0.0 1.187
C -1.17180 -4.56869 3.30357 0.7 0.2 -0.5 -1.614
O -0.80287 -2.26438 3.73971 1.7 -0.1 -0.5 -0.535
H 1.15854 -4.91534 4.88963 0.3 0.2 -0.7 0.401
H -0.16174 -4.28148 5.65004 -0.1 0.7 0.4 0.346
H 1.26401 -3.20039 5.34030 0.1 0.2 0.1 0.296
H 0.65393 -3.51387 2.83479 -0.6 0.2 0.4 0.094
H -0.69581 -5.54283 3.14040 -0.4 0.1 0.0 0.396
H -1.68337 -4.22316 2.41167 -0.2 -0.3 -0.2 0.315
H -1.86717 -4.58915 4.11782 -0.6 -0.3 0.4 0.458
H -0.12155 -1.62413 3.39621 -0.8 -0.6 0.7 0.048
C 3.63805 4.30913 -2.55572 0.2 1.0 -0.6 -1.300
C 3.33844 3.69926 -3.89662 0.1 0.1 0.1 0.802
C 3.28782 4.71969 -5.00445 1.0 -0.1 -1.3 -1.411
O 4.32291 2.68437 -4.09366 0.2 -0.1 -0.6 -0.548
H 3.58005 3.51587 -1.85721 -0.3 -0.4 1.2 0.355
H 2.99299 5.16581 -2.35847 -0.2 -0.2 0.4 0.327
H 4.67093 4.68946 -2.54250 -0.2 -0.1 -0.1 0.410
H 2.37610 3.17340 -3.89402 0.2 -0.1 0.2 0.000
H 3.16882 4.20191 -5.97554 -0.6 0.3 0.4 0.338
H 4.28101 5.17407 -5.15208 -0.1 0.2 0.4 0.326
H 2.55655 5.52858 -4.86112 0.1 -0.5 0.0 0.348
H 5.20854 3.08563 -4.04190 -0.5 -0.1 0.0 0.347
C -1.07041 0.82785 -5.94094 0.6 -0.7 -0.3 -1.389
C -1.66889 0.98054 -4.55147 -0.7 -1.3 0.3 0.605
C -1.39182 -0.26824 -3.69142 -0.2 0.0 -1.5 -0.675
O -1.11899 2.08490 -3.90182 0.0 1.4 0.0 -0.527
H 0.04356 0.80168 -5.92589 -0.7 0.0 0.3 0.233
H -1.33645 1.63000 -6.59351 -0.3 0.8 -0.3 0.408
H -1.40402 -0.08462 -6.45689 0.0 0.1 0.3 0.352
H -2.78606 1.14184 -4.58311 1.0 -0.1 -0.2 0.274
H -0.30758 -0.41281 -3.66427 -0.1 -0.4 -0.1 0.010
H -1.94977 -1.14343 -4.06369 0.6 0.2 -0.1 0.587
H -1.73587 -0.12393 -2.70406 -0.4 0.4 1.2 -0.050
H -0.49098 1.80784 -3.24018 0.2 -0.2 0.2 0.147
C -5.30368 0.19875 0.91471 -0.7 -0.5 -1.4 -1.398
C -4.43488 1.30021 0.30740 -0.6 -0.4 -0.2 2.020
C -5.10828 1.95671 -0.87407 0.9 -0.3 -0.7 -1.546
O -4.10591 2.34717 1.20012 -0.9 0.6 -0.3 -0.598
H -6.33636 0.57271 1.13317 1.0 -0.3 0.3 0.312
H -4.75065 -0.23274 1.72954 -0.3 -0.1 0.9 0.372
H -5.43627 -0.66935 0.18223 0.2 1.2 0.7 0.316
H -3.49280 0.84781 0.01479 0.2 -0.2 -0.4 -0.793
H -5.43223 1.21075 -1.61938 -0.2 0.3 0.4 0.342
H -4.33922 2.53844 -1.36565 0.1 0.4 -0.3 0.345
H -5.88889 2.64232 -0.56675 -0.3 -0.2 0.1 0.390
H -3.50509 2.02152 1.84742 0.7 -0.4 0.8 0.244
C 1.12793 -6.38470 -0.82481 -0.8 -0.6 -2.9 -1.206
C -0.01098 -5.48420 -1.37672 -0.1 0.6 -1.1 1.658
C -0.80217 -6.19403 -2.53101 0.3 1.1 2.1 -1.554
O -0.98672 -5.24045 -0.37844 -0.3 0.0 0.3 -0.587
H 0.58862 -7.29397 -0.51989 0.5 0.1 0.1 0.369
H 1.69724 -5.97839 -0.03825 0.5 0.7 1.1 0.350
H 1.84577 -6.64845 -1.68090 -0.9 0.3 1.2 0.259
H 0.32009 -4.48207 -1.79979 0.1 -1.1 0.7 -0.715
H -1.72126 -5.64622 -2.72451 0.1 0.2 -0.2 0.378
H -1.09144 -7.15509 -2.17097 -0.2 -0.9 0.1 0.395
H -0.17802 -6.26139 -3.37716 0.6 -0.2 -1.2 0.409
H -0.65159 -4.65004 0.30266 0.2 0.0 0.0 0.185
C 0.33061 4.81319 2.47266 0.2 0.4 1.4 -0.888
C -0.36363 5.94237 1.78140 -0.8 0.5 -2.6 0.438
C -1.09789 5.36704 0.56620 0.2 1.4 -0.2 -1.104
O -1.39455 6.60178 2.51811 0.1 -0.6 -0.5 -0.548
H 1.23129 4.47613 1.92857 -0.5 0.0 0.2 0.325
H -0.40031 3.98845 2.63594 0.7 0.4 0.0 0.035
H 0.65164 5.24839 3.44602 0.1 -0.8 -0.3 0.465
H 0.32064 6.68142 1.33577 0.3 0.0 0.7 0.198
H -0.45625 5.03073 -0.23928 0.3 0.0 0.0 0.268
H -1.85543 6.04037 0.16794 0.3 0.3 -0.1 0.409
H -1.63826 4.57248 0.95356 -1.2 -2.0 0.4 0.168
H -1.06467 6.85429 3.36565 0.4 0.3 0.9 0.313
C 1.82875 -2.12394 -3.02074 -1.1 0.1 -1.0 -1.235
C 2.63160 -3.35196 -2.70652 0.3 0.3 0.1 0.933
C 4.02346 -3.30351 -3.27212 0.5 -2.8 -1.0 -1.563
O 2.76246 -3.40123 -1.27425 0.4 -0.8 0.4 -0.452
H 0.76042 -2.26148 -2.73954 0.7 0.2 -0.3 0.081
H 1.92104 -1.77732 -4.07826 -0.3 -0.8 0.5 0.409
H 2.21568 -1.29191 -2.48830 0.4 0.8 0.9 0.382
H 2.09905 -4.23693 -3.07319 0.1 -0.1 0.1 -0.038
H 4.63990 -2.58927 -2.77696 0.3 0.9 0.0 0.363
H 4.05431 -3.29565 -4.38243 -0.1 0.6 0.7 0.384
H 4.50100 -4.31315 -3.05324 -0.4 1.0 -0.1 0.423
H 3.45398 -4.07184 -1.06702 -0.8 0.6 -0.2 0.299
C -0.42118 1.75949 6.88013 -1.6 -0.6 -2.1 -1.493
C -0.62990 0.58989 5.81851 0.6 1.7 1.4 0.280
C -0.86690 1.16640 4.44861 -2.3 0.0 0.0 -0.559
O 0.59974 -0.12818 5.75014 0.3 -1.1 0.7 -0.528
H 0.59897 2.06790 6.79934 0.5 0.4 0.1 0.351
H -0.68535 1.40567 7.83403 0.1 -0.5 1.5 0.430
H -1.14047 2.57888 6.68976 0.5 -0.2 -0.1 0.331
H -1.41678 -0.07583 6.16742 -0.2 0.0 -0.3 0.462
H -0.86447 0.32619 3.74771 0.2 0.4 -0.2 -0.219
H -0.12430 1.93923 4.24140 -0.1 -0.1 -0.3 0.317
H -1.94028 1.60524 4.40369 1.8 -0.4 0.1 0.382
H 0.59885 -0.81947 6.44700 0.1 0.7 -0.7 0.285
C -0.21519 1.93223 -0.73476 -1.2 0.5 1.3 -0.335
C -0.39437 0.88202 0.37943 1.2 1.8 1.8 1.762
C -1.00436 -0.44301 0.05007 -0.5 -0.8 0.2 -1.440
O 0.95873 0.76445 1.08341 -2.3 -0.1 -1.1 -0.968
H 0.11456 2.83861 -0.16078 -0.1 -0.7 -1.0 -0.399
H -1.19821 2.15400 -1.23388 0.9 -0.1 0.5 0.392
H 0.51785 1.64973 -1.47656 0.4 -0.2 -0.1 0.185
H -0.93084 1.36263 1.23494 -0.1 -0.2 -0.9 -0.329
H -0.22986 -1.00366 -0.44165 0.2 -0.7 -0.5 0.362
H -1.91616 -0.45899 -0.59985 0.9 0.5 0.5 0.168
H -1.27046 -0.98726 0.97148 0.1 0.2 -0.3 0.129
H 1.48741 0.13670 0.58459 0.6 -0.2 -0.3 0.295
O 3.29224 -0.97344 0.75516 -0.2 -1.2 -0.7 -0.649
H 2.81174 -1.19766 1.56584 0.2 0.1 0.3 0.293
H 3.34810 -1.83075 0.26184 -0.2 1.1 0.4 0.360
O 1.71147 -0.64597 3.16901 0.5 -1.4 0.8 -0.588
H 1.24408 -0.02836 2.62088 -0.5 1.1 -0.7 0.504
H 1.53775 -0.42921 4.09559 0.0 0.1 0.1 0.316

=====

114
Properties=species:S:1:pos:R:3:forces:R:3:mulliken_charge:R:1 method="wB97M-V/def2-TZVPD" s_squared=0.75 total_charge=+1 spin_multiplicity=2 e_homo_ev="-11.61 / -11.61"
O -3.07560 -1.54256 2.88934 0.0 0.7 -0.4 -0.653
H -2.68720 -1.39090 3.75096 0.1 0.2 0.2 0.278
H -2.94991 -2.47813 2.73075 0.0 -0.9 -0.1 0.413
O -1.17351 -3.92320 -3.14303 0.2 0.1 0.0 -0.632
H -1.85150 -3.67769 -3.77256 -0.2 0.0 -0.3 0.312
H -1.56856 -3.75579 -2.28738 -0.1 -0.1 0.3 0.329
C 4.46385 0.80255 -0.69177 0.0 -0.5 0.5 -1.191
C 5.96710 0.41480 -0.78920 -1.4 -0.8 -0.5 0.365
C 6.68634 1.31505 -1.74117 0.7 0.0 -0.1 -1.392
O 6.52193 0.29798 0.50121 0.0 0.5 0.0 -0.589
H 4.27431 1.78229 -0.25325 0.4 0.4 -0.2 0.290
H 3.96291 0.12761 0.00222 0.1 -0.3 0.0 0.313
H 3.91308 0.72609 -1.62927 0.3 0.1 -0.2 0.507
H 6.03753 -0.59406 -1.19582 -0.2 -0.2 -0.1 0.366
H 6.61896 2.35097 -1.40887 0.0 0.1 -0.3 0.280
H 6.27674 1.15135 -2.73793 -0.2 0.4 0.0 0.371
H 7.73054 1.01698 -1.83550 0.1 0.1 0.3 0.351
H 6.15840 1.06938 0.94212 0.2 0.3 0.7 0.281
C -1.53492 0.03288 -5.46254 -0.4 1.0 -1.0 -0.901
C -0.41170 1.01278 -5.80947 1.9 -1.8 0.1 0.446
C 0.78014 0.82830 -4.87795 0.7 1.2 0.0 -0.986
O 0.06189 0.70524 -7.15878 -1.0 0.0 0.9 -0.551
H -1.84457 0.04178 -4.41749 0.1 0.3 0.1 -0.008
H -1.35896 -1.01472 -5.70684 0.3 0.2 -0.3 0.421
H -2.31041 0.46615 -6.09420 -0.8 -0.8 0.2 0.275
H -0.72887 2.05120 -5.71359 -0.3 0.0 -0.2 0.233
H 1.33217 -0.11141 -4.89590 -0.6 -0.3 -0.1 0.337
H 0.52749 1.11392 -3.85683 -0.2 -0.3 0.3 0.046
H 1.51599 1.57680 -5.17177 0.2 0.1 0.0 0.356
H 0.30919 1.49829 -7.63996 0.0 0.2 0.2 0.335
C -0.86638 -1.19327 -0.76012 0.5 -0.3 0.6 -0.151
C -0.71811 -0.35528 0.54580 1.6 0.7 -1.5 1.624
C 0.32780 0.80590 0.31459 -0.2 -0.8 0.3 -1.004
O -1.95019 0.26762 0.90680 0.7 0.4 -0.6 -0.688
H -1.11772 -0.57042 -1.61859 0.1 0.0 -0.1 -0.515
H -1.54368 -2.04695 -0.73534 -0.7 0.4 0.5 -0.561
H 0.04995 -1.74631 -0.96651 0.5 0.5 -0.2 0.620
H -0.28715 -0.99147 1.31887 -0.5 -0.1 0.4 0.411
H 0.52273 1.44225 1.17781 -0.8 0.1 0.1 -0.256
H 0.05236 1.39806 -0.55810 -0.1 0.3 0.0 0.069
H 1.35232 0.48261 0.13033 -0.2 -0.7 -0.4 0.415
H -2.49940 -0.42535 1.28063 -0.7 -0.3 0.7 0.161
C 0.78729 4.74073 1.15990 -0.4 0.6 0.6 -1.540
C 1.02682 4.46202 -0.30492 2.0 2.5 -0.1 1.416
C 1.51074 5.81296 -0.96746 -1.5 0.4 0.3 -1.448
O 2.15812 3.65203 -0.46214 0.0 -1.9 0.4 -0.273
H 0.36099 3.94614 1.77228 -0.2 -0.3 -0.4 0.275
H 0.12057 5.60280 1.18034 -0.4 -0.1 0.2 0.476
H 1.63710 5.10004 1.74026 0.4 -0.1 -0.6 0.366
H 0.10574 4.08099 -0.74597 -0.1 -0.2 -0.4 -0.545
H 1.66948 5.78894 -2.04557 0.1 -0.5 0.0 0.385
H 2.40482 6.21403 -0.49011 0.1 -0.6 0.1 0.334
H 0.76723 6.59332 -0.80518 -0.3 0.1 -0.1 0.428
H 2.17898 3.27275 -1.34381 0.1 0.1 -0.1 0.269
C 3.54503 3.01491 2.87395 -0.8 0.0 -1.7 -1.046
C 5.02673 2.98481 3.06689 0.0 1.2 1.3 0.610
C 5.43045 1.82083 3.90286 1.1 -0.2 -0.3 -1.562
O 5.77147 3.09478 1.87564 -0.7 -0.5 -1.3 -0.580
H 3.01006 2.96714 3.82243 0.2 0.3 0.1 0.535
H 3.14370 2.22004 2.24530 0.2 -0.6 0.0 0.096
H 3.25251 3.88933 2.29264 0.0 0.3 0.4 0.158
H 5.20052 3.90646 3.62229 0.3 0.2 0.4 0.255
H 6.47745 1.98315 4.15886 0.1 -0.3 0.4 0.400
H 5.41110 0.93987 3.26126 -0.3 -0.4 0.3 0.372
H 4.84028 1.72846 4.81460 0.1 -0.2 -0.1 0.511
H 6.72361 3.11596 1.99639 0.0 0.0 0.6 0.351
C -3.85600 0.93025 -2.23734 0.0 -0.1 1.1 -0.637
C -2.61232 1.93343 -2.19577 0.1 3.4 -0.7 1.716
C -2.69534 3.17097 -3.15900 -0.5 -0.6 0.9 -1.475
O -2.44302 2.43758 -0.88182 -0.8 -0.2 -2.5 -0.231
H -4.77959 1.48926 -2.08701 0.2 0.1 -0.3 0.399
H -3.69955 0.28934 -1.36966 -0.1 -0.2 -0.1 0.046
H -3.84559 0.32232 -3.14200 0.2 0.4 -0.1 0.345
H -1.74915 1.35731 -2.52912 0.3 -0.7 0.6 -0.745
H -1.80667 3.79762 -3.08361 0.6 -0.6 -0.3 0.371
H -3.43007 3.92360 -2.87295 -0.7 -0.5 0.0 0.447
H -2.89033 2.78153 -4.15821 0.1 0.3 0.0 0.357
H -2.07256 1.72213 -0.35981 0.6 -1.5 1.8 0.197
C -2.88994 -6.61477 1.79666 1.0 -0.2 -0.1 -1.582
C -2.06439 -5.35487 2.02148 -0.2 0.8 -2.2 0.446
C -1.39637 -4.70227 0.73986 -0.6 -0.5 0.6 -0.657
O -2.96602 -4.37547 2.53090 0.4 0.6 0.4 -0.409
H -2.20131 -7.44996 1.66892 -0.2 -0.2 -0.2 0.411
H -3.54773 -6.55174 0.92980 0.0 0.1 0.1 0.281
H -3.47285 -6.83200 2.69172 -0.1 0.0 0.0 0.504
H -1.18649 -5.53462 2.64203 -0.3 -0.1 0.7 0.236
H -0.86444 -5.47088 0.17915 0.4 0.1 0.2 0.456
H -0.75025 -3.88596 1.06276 0.4 -0.3 0.1 0.218
H -2.05269 -4.21820 0.01667 -0.7 -0.3 0.3 -0.195
H -3.57527 -4.81304 3.13002 -0.1 0.0 0.2 0.181
C 1.03361 -1.86103 5.00974 0.8 1.1 0.1 -1.389
C 1.51345 -0.64570 4.17604 -0.8 1.3 0.3 1.002
C 0.44828 0.47560 4.02912 0.1 -0.1 0.7 -0.465
O 2.73878 -0.12320 4.75407 -0.8 -1.2 0.1 -0.578
H 0.87014 -1.55439 6.04287 0.2 0.2 0.1 0.372
H 1.84860 -2.58468 5.02441 -0.3 -0.3 -0.1 0.378
H 0.07406 -2.27405 4.69861 0.2 -0.1 -0.5 0.264
H 1.64261 -0.91746 3.12840 0.7 -0.5 -0.1 -0.020
H -0.05593 0.78339 4.94517 0.1 -0.4 0.3 0.431
H -0.33082 0.16712 3.33201 0.0 0.1 -0.1 -0.072
H 0.91049 1.40254 3.68964 0.1 -0.1 -0.5 -0.145
H 2.95156 0.76441 4.45664 -0.3 0.0 -0.4 0.139
C -4.79132 -2.74691 -0.03784 0.7 0.2 0.9 -0.727
C -6.08171 -3.26997 -0.60365 1.1 -0.6 1.8 0.313
C -5.91205 -4.75223 -0.89180 -0.6 0.8 -1.7 -1.224
O -7.08811 -3.13476 0.41770 0.0 0.0 -1.0 -0.550
H -3.92713 -2.99781 -0.65292 0.0 0.3 -0.4 0.051
H -4.56806 -3.19357 0.93104 -0.2 -0.1 0.1 0.361
H -4.88150 -1.67739 0.15213 0.3 0.3 -0.2 0.275
H -6.21307 -2.66548 -1.50111 -1.0 -0.3 -0.3 0.272
H -5.25528 -4.77854 -1.76132 0.3 -0.3 -0.1 0.385
H -6.87503 -5.07546 -1.28714 0.0 -0.7 0.4 0.382
H -5.46436 -5.38421 -0.12481 -0.5 0.3 0.3 0.164
H -7.26544 -2.20162 0.55694 0.0 0.1 0.1 0.330

=====

Energy above the lowest of the compared OMol25 structures with the same formula, charge and spin, respectively: 26.6 25.5 kcal/mol.
DFT total energy, respectively: -51752.359 -51742.671 eV.